Below is a cluster of 3 separate species, C5H10 in total, with properties calculated with ωB97M-V with the def2-TZVPD basis set.

Geometry as XYZ:
```
15
Properties=species:S:1:pos:R:3:nbo_charge:R:1
C 0.3325 -1.9636 -0.4205 -0.1798
C -0.0474 -1.1567 -1.3539 -0.1858
C 1.3521 -0.9539 -0.8557 -0.4342
C -1.0252 1.5829 -0.2762 -0.3837
C -0.6634 1.8422 0.9749 -0.3999
H 0.0418 -0.2742 1.9321 0.0040
H -1.3556 1.7242 1.8050 0.1968
H -0.3249 1.6860 -1.1013 0.1970
H -0.8126 -0.7969 -2.0233 0.2234
H 2.2021 -1.2657 -1.4693 0.1771
H 0.3446 2.1668 1.2235 0.1974
H -2.0281 1.2430 -0.5243 0.1943
H 0.2972 -0.9667 2.0317 -0.0058
H 0.1149 -2.7685 0.2637 0.2243
H 1.5719 -0.0988 -0.2064 0.1748
```

Output
- Charge: 0
- Energy above the lowest of the compared OMol25 structures with the same formula, charge and spin: 464.9 kJ/mol
- SMILES: C1=CC1.[H][H].C=C
- Gap between HOMO and LUMO: 10.720 eV